[1]
This record from the Open Molecules 2025 dataset describes 23 unconnected molecules or ions with the total composition C11H68NO22. The level of theory is ωB97M-V with the def2-TZVPD basis set.

CARTESIAN COORDINATES (ANGSTROEM)
1 H 1.440 0.816 -0.131
2 O -0.383 0.161 5.651
3 H 1.768 -0.212 -3.940
4 O 2.206 3.732 -3.234
5 H -3.180 2.099 -3.228
6 O 3.878 -2.176 -0.516
7 C -0.536 -0.598 1.751
8 H 3.405 -2.082 0.412
9 O 0.224 -5.026 -4.524
10 H -2.804 -3.267 -1.353
11 H 0.263 -1.241 1.512
12 H 1.915 -4.457 -1.971
13 H -2.326 -3.379 -2.850
14 O -4.239 0.390 -3.413
15 H -0.546 1.934 1.451
16 O -2.995 0.809 5.359
17 H 1.604 3.422 1.258
18 H 4.673 1.667 3.038
19 H 6.348 3.338 0.014
20 H 4.980 0.796 -0.748
21 H -3.124 -3.268 -4.625
22 H 3.339 2.249 -2.204
23 H -2.387 3.627 -2.896
24 H -3.296 0.525 6.292
25 H 3.669 1.680 -5.278
26 H -4.130 1.809 4.055
27 H -2.025 0.482 5.144
28 H -2.930 3.083 2.646
29 H 3.028 2.735 0.370
30 H -0.489 0.208 2.815
31 C -2.534 0.148 0.766
32 O 5.422 3.407 0.096
33 H -0.180 -0.642 -4.041
34 N -1.004 0.028 0.504
35 H 1.964 -4.350 1.951
36 H 2.530 4.524 -2.769
37 H -3.653 -1.284 1.906
38 H -1.340 -1.639 -0.689
39 C 1.815 2.731 0.353
40 H -1.565 -2.233 1.685
41 C -0.103 -0.910 -3.055
42 C -1.626 -1.500 2.298
43 H 0.896 -4.044 -0.871
44 H -0.039 0.972 5.836
45 H -2.898 -0.074 3.029
46 O -2.265 -3.773 -2.004
47 O 3.144 -1.117 2.063
48 H 3.317 2.115 3.587
49 H 0.389 -0.374 5.700
50 H -2.019 -0.333 -2.273
51 H -0.221 -2.160 -2.953
52 O 3.788 1.280 3.419
53 O -2.674 3.558 1.779
54 C -0.378 1.447 0.454
55 O 4.167 2.015 -1.790
56 H -4.487 -3.220 0.188
57 O 3.215 2.484 -5.515
58 H -1.503 -1.632 3.281
59 H -3.300 3.675 1.061
60 C -2.839 -0.661 2.001
61 H 0.312 -5.641 -3.851
62 H 3.281 -2.863 -0.843
63 O 1.681 -3.732 -1.437
64 H -4.844 0.074 -2.746
65 C -0.706 -0.799 -0.605
66 H -2.783 1.200 0.844
67 H 2.951 3.036 -4.809
68 C 1.389 -0.448 -3.006
69 H 2.037 -2.781 2.405
70 H 1.753 -1.177 -2.572
71 H 3.566 -0.225 2.152
72 H 4.324 2.503 -0.955
73 H -0.943 2.058 -0.228
74 H 0.436 -1.210 -0.744
75 H -2.994 -0.405 -0.075
76 C 1.069 1.451 0.617
77 O -2.267 -2.973 -4.559
78 H -5.084 -2.455 -1.078
79 H -3.972 -4.346 2.010
80 H 1.963 4.408 3.196
81 O -3.170 3.081 -2.722
82 C -0.907 -0.198 -2.004
83 H -0.557 -4.377 -4.350
84 H 1.649 1.124 1.683
85 H 3.749 -1.622 2.545
86 H 5.453 3.371 0.959
87 O -4.690 2.464 3.509
88 H -4.544 -3.013 2.811
89 H 1.494 0.581 -2.634
90 H -5.292 1.840 2.989
91 H 1.427 3.199 -0.519
92 O 5.579 0.186 -0.185
93 O 1.439 -3.470 2.246
94 H 1.873 3.781 4.798
95 H -0.788 0.964 -2.118
96 H -2.225 -2.137 -5.041
97 H 5.208 -0.691 -0.229
98 H -4.737 0.085 -4.259
99 O 2.398 3.848 3.964
100 H 1.328 3.766 -3.339
101 O -4.536 -3.224 -0.762
102 O -4.692 -3.532 2.089

LUMO, eV: -2.6
Net charge: +1
Spin multiplicity: 1
Orbital gap, eV: 9.347
Highest occupied orbital energy, eV: -11.992
ΔE to the lowest compared entry with this formula, charge and spin, kJ/mol: 258.7
Max |F|, eV Å⁻¹: 9.25
E, a.u.: -2169.35527

Atom charges from the Löwdin analysis, given in e for atoms 1 to 99: atom 1 (H): 0.0799, atom 2 (O): 0.0158, atom 3 (H): 0.0623, atom 4 (O): 0.0091, atom 5 (H): 0.0984, atom 6 (O): -0.1078, atom 7 (C): -0.1074, atom 8 (H): 0.0533, atom 9 (O): -0.0619, atom 10 (H): -0.0006, atom 11 (H): 0.0950, atom 12 (H): 0.0231, atom 13 (H): -0.0622, atom 14 (O): -0.0801, atom 15 (H): 0.1324, atom 16 (O): -0.1477, atom 17 (H): 0.0796, atom 18 (H): 0.1143, atom 19 (H): 0.0717, atom 20 (H): 0.0227, atom 21 (H): 0.0246, atom 22 (H): -0.0025, atom 23 (H): 0.0123, atom 24 (H): 0.1032, atom 25 (H): 0.0302, atom 26 (H): 0.0244, atom 27 (H): 0.0424, atom 28 (H): 0.0568, atom 29 (H): 0.1165, atom 30 (H): 0.2305, atom 31 (C): -0.0207, atom 32 (O): 0.0511, atom 33 (H): 0.0660, atom 34 (N): -0.1763, atom 35 (H): 0.1389, atom 36 (H): 0.1013, atom 37 (H): 0.0631, atom 38 (H): 0.1027, atom 39 (C): -0.0876, atom 40 (H): 0.0557, atom 41 (C): -0.2203, atom 42 (C): -0.1522, atom 43 (H): 0.1018, atom 44 (H): 0.0103, atom 45 (H): 0.1393, atom 46 (O): -0.0724, atom 47 (O): -0.0607, atom 48 (H): -0.0086, atom 49 (H): 0.0648, atom 50 (H): 0.1057, atom 51 (H): 0.1669, atom 52 (O): -0.0986, atom 53 (O): -0.1053, atom 54 (C): -0.1226, atom 55 (O): -0.0738, atom 56 (H): -0.0178, atom 57 (O): -0.0419, atom 58 (H): 0.0887, atom 59 (H): 0.0364, atom 60 (C): -0.1332, atom 61 (H): -0.0221, atom 62 (H): -0.0179, atom 63 (O): -0.0505, atom 64 (H): 0.0308, atom 65 (C): -0.1560, atom 66 (H): 0.1105, atom 67 (H): -0.0476, atom 68 (C): -0.0467, atom 69 (H): -0.0609, atom 70 (H): -0.0347, atom 71 (H): 0.0435, atom 72 (H): -0.0180, atom 73 (H): 0.1290, atom 74 (H): 0.1944, atom 75 (H): 0.1327, atom 76 (C): -0.2721, atom 77 (O): -0.0039, atom 78 (H): 0.0850, atom 79 (H): 0.1796, atom 80 (H): 0.1097, atom 81 (O): -0.1578, atom 82 (C): -0.1986, atom 83 (H): 0.0543, atom 84 (H): 0.1745, atom 85 (H): 0.0316, atom 86 (H): -0.0336, atom 87 (O): -0.1180, atom 88 (H): -0.0247, atom 89 (H): 0.0852, atom 90 (H): 0.0801, atom 91 (H): 0.0482, atom 92 (O): -0.1029, atom 93 (O): -0.0868, atom 94 (H): 0.0663, atom 95 (H): 0.1404, atom 96 (H): 0.0821, atom 97 (H): -0.0305, atom 98 (H): 0.1165, atom 99 (O): -0.1122

[2]
This record from the Open Molecules 2025 dataset describes a gas-phase ion, C11H6N9O4 (charge -1). The level of theory is ωB97M-V with the def2-TZVPD basis set.

CARTESIAN COORDINATES (ANGSTROEM)
1 C -1.462 0.719 2.157
2 N -2.560 0.277 -1.937
3 N 2.146 1.801 -2.024
4 C 1.443 -0.030 -0.850
5 C 3.704 -0.168 -1.916
6 O -1.996 1.071 -2.741
7 N -0.842 1.078 3.310
8 H 4.738 -2.058 -1.426
9 C -1.020 1.306 -0.218
10 N -0.228 2.552 1.800
11 C 2.872 -1.915 -0.415
12 H 4.453 0.276 -2.556
13 C 3.852 -1.416 -1.284
14 H 0.842 -1.527 0.526
15 H -3.412 -1.199 0.157
16 O -2.343 -1.439 3.875
17 O -3.279 -2.426 2.120
18 N -1.107 1.633 1.183
19 O -3.249 -0.709 -2.276
20 N 0.938 2.051 -1.510
21 N 0.459 1.000 -0.836
22 C -2.245 0.477 -0.541
23 H -1.040 2.303 -0.789
24 C -2.288 -0.387 1.762
25 C -2.728 -0.415 0.421
26 N -2.655 -1.482 2.672
27 N -0.121 2.187 3.038
28 H 2.986 -2.862 0.138
29 C 1.645 -1.224 -0.169
30 C 2.498 0.524 -1.672

LUMO, eV: 2.0
Net charge: -1
Spin multiplicity: 1
Orbital gap, eV: 7.460
Highest occupied orbital energy, eV: -5.476
Max |F|, eV Å⁻¹: 4.02
E, a.u.: -1216.35637

And the Löwdin charges, in e, turn out to be: atom 1 (C): -0.2365, atom 2 (N): -0.3417, atom 3 (N): 0.0549, atom 4 (C): -0.1412, atom 5 (C): -0.0255, atom 6 (O): 0.0127, atom 7 (N): 0.0452, atom 8 (H): 0.0990, atom 9 (C): -0.1130, atom 10 (N): 0.0368, atom 11 (C): -0.1000, atom 12 (H): 0.0996, atom 13 (C): -0.1132, atom 14 (H): 0.1135, atom 15 (H): 0.1173, atom 16 (O): 0.0371, atom 17 (O): -0.0085, atom 18 (N): -0.0224, atom 19 (O): 0.0174, atom 20 (N): 0.0283, atom 21 (N): 0.0129, atom 22 (C): -0.1129, atom 23 (H): 0.1469, atom 24 (C): -0.1014, atom 25 (C): 0.0663, atom 26 (N): -0.3394, atom 27 (N): -0.0617, atom 28 (H): 0.0989, atom 29 (C): -0.0174, atom 30 (C): -0.2518

[3]
This record from the Open Molecules 2025 dataset describes 33 unconnected molecules or ions with the total composition C11H73BO35. The level of theory is ωB97M-V with the def2-TZVPD basis set.

CARTESIAN COORDINATES (ANGSTROEM)
1 O 1.192 1.716 -6.189
2 H 4.864 -2.136 -4.322
3 H 5.968 -3.153 -4.589
4 H -2.023 -2.345 -9.902
5 H -1.653 -3.650 1.906
6 H 3.494 4.849 2.272
7 B -3.206 -1.636 -0.521
8 H -0.519 -2.495 7.801
9 O 0.751 -5.212 2.183
10 H -4.014 -3.334 -1.053
11 H -2.849 -1.381 -9.069
12 C 0.244 -0.247 0.527
13 H -1.670 -1.020 -2.822
14 H 1.525 1.663 -7.091
15 H 0.618 1.284 3.944
16 O -3.898 4.288 -3.011
17 H 3.672 2.408 4.081
18 H 0.744 -5.107 -5.131
19 H -1.513 -0.936 1.479
20 O -4.972 2.046 -5.206
21 H 2.412 3.223 3.820
22 H 3.399 -7.791 1.107
23 O -5.283 1.681 -2.108
24 O 2.665 -5.076 -1.417
25 H 0.984 1.206 7.172
26 H 2.856 -3.551 -4.177
27 O -2.493 0.864 5.183
28 H -4.369 2.795 -5.294
29 H -4.484 -0.352 0.660
30 H 2.688 5.820 3.113
31 H -2.186 -3.287 5.433
32 H -4.010 0.212 -4.839
33 H 0.172 -5.868 1.785
34 O 2.074 -3.443 -3.617
35 O 8.345 2.093 0.945
36 C 1.667 1.292 -3.154
37 O 0.208 -4.756 -5.850
38 O 0.094 -2.599 7.066
39 H -1.835 5.818 6.734
40 O 4.326 -0.171 -4.251
41 H -5.048 2.574 -1.830
42 H 1.639 -5.552 2.013
43 H -3.166 0.880 5.870
44 H -8.378 2.903 -5.210
45 O -1.058 -3.008 2.308
46 O -1.233 5.747 5.986
47 H -6.058 -2.346 5.684
48 O 3.154 0.353 -0.148
49 O -1.949 2.413 -0.224
50 H 3.927 0.370 8.080
51 O 2.185 -0.537 3.378
52 H -4.583 -2.076 5.933
53 H 1.969 0.632 6.173
54 H 0.374 3.809 4.185
55 O -5.461 -1.695 6.063
56 H 5.258 4.460 2.561
57 O 3.156 2.793 3.366
58 H -1.199 -1.196 -7.082
59 H -2.340 -0.077 5.031
60 C -1.725 -1.050 -0.654
61 H 2.353 -1.427 3.706
62 H 1.233 2.843 2.075
63 H -2.833 -0.733 -5.131
64 H 0.673 4.693 5.392
65 H 3.030 -0.848 7.915
66 H 1.739 1.989 -3.990
67 H -2.007 -2.466 4.165
68 H -0.887 1.549 3.925
69 H 0.785 -0.051 1.459
70 O 0.641 -0.586 -4.209
71 H -0.155 -1.897 6.452
72 H 2.868 -6.657 0.240
73 C 0.803 0.072 -3.189
74 O 3.076 0.095 7.721
75 H 5.904 3.469 1.611
76 C 2.224 0.630 -0.881
77 H 2.190 2.238 1.080
78 O 5.205 -2.993 -4.026
79 O 1.094 4.293 4.621
80 O 3.344 5.791 2.407
81 O -0.072 1.730 3.434
82 H -0.539 -4.343 -5.404
83 O 2.876 -6.985 1.149
84 H 3.435 -0.367 -4.564
85 H -5.022 1.655 -3.034
86 H -1.134 2.927 -0.199
87 H -5.297 1.893 -6.102
88 H -3.877 5.076 -3.563
89 H 1.372 0.842 -5.820
90 H -5.406 -1.207 -0.590
91 O -2.197 -1.407 -9.778
92 C 2.355 1.584 -2.056
93 H -1.659 1.521 0.006
94 O 1.299 2.596 1.150
95 O -2.365 -2.416 5.062
96 C -1.149 -0.808 -1.890
97 C 0.826 0.019 -0.721
98 H 3.581 -5.007 -1.128
99 H -3.013 4.240 -2.629
100 O 6.112 4.077 2.328
101 H -4.365 0.219 -1.005
102 H 2.571 -0.538 2.493
103 O -3.292 -3.023 -0.494
104 H 2.972 2.480 -1.987
105 O -3.613 -0.623 -4.562
106 H 2.555 -4.315 -2.016
107 H 7.632 1.626 0.500
108 H -1.505 6.458 5.396
109 C 0.126 -0.262 -1.891
110 H -6.914 3.082 -4.834
111 H 4.248 -0.216 -3.290
112 H 7.921 2.502 1.709
113 C -4.455 -0.693 -0.394
114 H 1.683 -2.610 -3.914
115 O -1.594 -1.614 -6.307
116 O 1.072 0.984 6.242
117 C -1.037 -0.760 0.521
118 H -0.178 -3.381 2.153
119 O -7.778 3.508 -4.764
120 H -0.906 -1.556 -5.632

LUMO, eV: -1.2
Net charge: 0
Spin multiplicity: 1
Orbital gap, eV: 8.264
Highest occupied orbital energy, eV: -9.491
Max |F|, eV Å⁻¹: 1.36
E, a.u.: -3121.26349

Atom charges from the Löwdin analysis, given in e for atoms 1 to 99: atom 1 (O): -0.0564, atom 2 (H): -0.0070, atom 3 (H): 0.0435, atom 4 (H): 0.0399, atom 5 (H): 0.0549, atom 6 (H): -0.0101, atom 7 (B): -0.4382, atom 8 (H): 0.0358, atom 9 (O): -0.0520, atom 10 (H): 0.1037, atom 11 (H): 0.0296, atom 12 (C): 0.0134, atom 13 (H): 0.1193, atom 14 (H): 0.0466, atom 15 (H): 0.0087, atom 16 (O): -0.0412, atom 17 (H): 0.0591, atom 18 (H): 0.0213, atom 19 (H): 0.1110, atom 20 (O): -0.0415, atom 21 (H): -0.0039, atom 22 (H): 0.0496, atom 23 (O): -0.0559, atom 24 (O): -0.0676, atom 25 (H): 0.0324, atom 26 (H): 0.0427, atom 27 (O): -0.0446, atom 28 (H): 0.0617, atom 29 (H): 0.0878, atom 30 (H): 0.0276, atom 31 (H): 0.0506, atom 32 (H): -0.0093, atom 33 (H): 0.0505, atom 34 (O): -0.0440, atom 35 (O): -0.0551, atom 36 (C): 0.0061, atom 37 (O): -0.0650, atom 38 (O): -0.0633, atom 39 (H): 0.0441, atom 40 (O): -0.0340, atom 41 (H): 0.0294, atom 42 (H): 0.0120, atom 43 (H): 0.0455, atom 44 (H): 0.0322, atom 45 (O): -0.0498, atom 46 (O): -0.0441, atom 47 (H): 0.0322, atom 48 (O): 0.0950, atom 49 (O): -0.0436, atom 50 (H): 0.0571, atom 51 (O): -0.0413, atom 52 (H): -0.0013, atom 53 (H): 0.0037, atom 54 (H): 0.0359, atom 55 (O): -0.0638, atom 56 (H): -0.0018, atom 57 (O): -0.0534, atom 58 (H): 0.0486, atom 59 (H): 0.0127, atom 60 (C): -0.0847, atom 61 (H): 0.0482, atom 62 (H): -0.0041, atom 63 (H): -0.0122, atom 64 (H): 0.0299, atom 65 (H): 0.0591, atom 66 (H): 0.1132, atom 67 (H): 0.0157, atom 68 (H): 0.0224, atom 69 (H): 0.0968, atom 70 (O): 0.0565, atom 71 (H): 0.0165, atom 72 (H): 0.0184, atom 73 (C): -0.2882, atom 74 (O): -0.0449, atom 75 (H): 0.0280, atom 76 (C): -0.3169, atom 77 (H): 0.0155, atom 78 (O): -0.0605, atom 79 (O): -0.0546, atom 80 (O): -0.0522, atom 81 (O): -0.0522, atom 82 (H): 0.0253, atom 83 (O): -0.0486, atom 84 (H): 0.0295, atom 85 (H): -0.0004, atom 86 (H): 0.0267, atom 87 (H): 0.0701, atom 88 (H): 0.0449, atom 89 (H): -0.0002, atom 90 (H): 0.0700, atom 91 (O): -0.0586, atom 92 (C): 0.0365, atom 93 (H): 0.0035, atom 94 (O): -0.0432, atom 95 (O): -0.0522, atom 96 (C): 0.0572, atom 97 (C): -0.0772, atom 98 (H): 0.0347, atom 99 (H): 0.0466

[4]
This record from the Open Molecules 2025 dataset describes a molecular structure, C11H7FeNO3S. The level of theory is ωB97M-V with the def2-TZVPD basis set.

CARTESIAN COORDINATES (ANGSTROEM)
1 Fe -1.360 -0.623 0.568
2 C -0.452 -1.838 -0.903
3 C -0.886 0.011 2.192
4 H -0.568 1.556 -1.574
5 N 1.381 2.328 -0.320
6 S 2.715 4.718 0.100
7 O -0.990 0.384 3.288
8 H 0.118 -2.674 1.034
9 C -2.518 -1.692 1.205
10 H 3.232 -0.124 -0.346
11 O -3.434 -2.068 1.820
12 H 2.002 1.196 -2.004
13 C 1.584 -1.133 0.424
14 O -3.225 1.610 0.433
15 H 2.146 -1.542 1.288
16 H -0.903 -2.761 -1.296
17 C -0.010 0.636 -1.324
18 C 2.140 -0.131 -0.309
19 C -0.723 -0.559 -1.490
20 H -1.594 -0.552 -2.169
21 C -2.484 0.728 0.301
22 C 2.056 3.343 -0.175
23 C 1.462 1.044 -1.037
24 C 0.312 -1.857 0.294

LUMO (spin up / spin down), eV: 0.2 / -2.5
Net charge: 0
Spin multiplicity: 5
Orbital gap (spin up / spin down), eV: 6.329 / 6.130
Highest occupied orbital energy (spin up / spin down), eV: -6.177 / -8.622
<S²>: 6.125
ΔE to the lowest compared entry with this formula, charge and spin, kJ/mol: 143.1
Max |F|, eV Å⁻¹: 6.34
E, a.u.: -2365.49018

And the Löwdin charges, in e, turn out to be: atom 1 (Fe): 0.2186, atom 2 (C): -0.1848, atom 3 (C): -0.0738, atom 4 (H): 0.1067, atom 5 (N): 0.0708, atom 6 (S): 0.7242, atom 7 (O): 0.1547, atom 8 (H): 0.1260, atom 9 (C): -0.1811, atom 10 (H): 0.1013, atom 11 (O): 0.1218, atom 12 (H): 0.1503, atom 13 (C): -0.0963, atom 14 (O): 0.1556, atom 15 (H): 0.1161, atom 16 (H): 0.1235, atom 17 (C): -0.0758, atom 18 (C): -0.0367, atom 19 (C): -0.2018, atom 20 (H): 0.1251, atom 21 (C): -0.1217, atom 22 (C): -0.8005, atom 23 (C): -0.2857, atom 24 (C): -0.2364